Density functional theory data (wB97M-V/def2-TZVPD) for a cluster of 11 separate species, C44H70N6O5 in total.

Cartesian coordinates (Å):
C (-1.96218, -2.98403, 4.38680)
C (-0.94752, -3.80737, 3.84552)
C (0.25456, -3.17700, 4.11993)
N (-0.01171, -2.00116, 4.83399)
C (-1.37955, -1.86039, 5.00653)
H (-2.96954, -3.32268, 4.45525)
H (-1.18576, -4.78102, 3.40943)
H (1.28598, -3.38888, 3.91711)
H (0.81681, -1.40830, 5.11451)
H (-1.85788, -1.14234, 5.69445)
C (-2.05185, 4.95012, 1.25969)
C (-1.18070, 4.37089, 2.20257)
C (-0.83144, 3.15977, 1.67135)
N (-1.46907, 3.01962, 0.46712)
C (-2.19607, 4.09059, 0.20598)
H (-2.50564, 5.97462, 1.21476)
H (-0.89771, 4.79486, 3.16248)
H (-0.29879, 2.34722, 2.15670)
H (-1.42310, 2.13011, -0.05215)
H (-2.74750, 4.18802, -0.67919)
C (5.94277, 0.33514, -1.19112)
C (6.08596, 0.65226, -2.59857)
C (6.95911, -0.24644, -3.14733)
N (7.30620, -1.11061, -2.15917)
C (6.67687, -0.81281, -0.96348)
H (5.30871, 0.85960, -0.40168)
H (5.68033, 1.45942, -3.11658)
H (7.25295, -0.52087, -4.17872)
H (7.78912, -1.94299, -2.31532)
H (6.85315, -1.37537, -0.08455)
C (1.97501, 1.04270, -3.89460)
C (0.57864, 1.29726, -3.81003)
C (0.02401, 0.09648, -3.32517)
N (0.98732, -0.81648, -3.10411)
C (2.13356, -0.26796, -3.50943)
H (2.82230, 1.76148, -4.11492)
H (-0.01554, 2.17064, -4.07436)
H (-1.00539, -0.14830, -3.10571)
H (0.81888, -1.80502, -2.93653)
H (3.13585, -0.73236, -3.46153)
C (2.57485, -4.19609, -0.06144)
C (3.21147, -4.03678, 1.19681)
C (3.75276, -2.75388, 1.19465)
N (3.48298, -2.12685, 0.04483)
C (2.76129, -3.04344, -0.72427)
H (2.11574, -5.12658, -0.38831)
H (3.31949, -4.60505, 2.06710)
H (4.33056, -2.26134, 1.96651)
H (3.64059, -1.14372, -0.22322)
H (2.57214, -2.85769, -1.74157)
C (-5.22281, 0.33033, 2.09598)
C (-4.17716, -0.05144, 3.01205)
C (-3.45021, 1.05251, 3.25006)
N (-4.06317, 2.17971, 2.71056)
C (-5.09081, 1.69196, 1.92011)
H (-6.02597, -0.21481, 1.66403)
H (-4.03117, -1.06157, 3.31221)
H (-2.66896, 1.19101, 3.95811)
H (-3.61030, 3.04197, 2.62631)
H (-5.71175, 2.27501, 1.24304)
C (1.80810, 1.67392, 4.52349)
C (2.32888, 0.65055, 3.53273)
C (3.27046, -0.30744, 4.30935)
O (2.49179, -0.41480, 5.52241)
C (2.06349, 0.99113, 5.85499)
H (0.77737, 1.85503, 4.64452)
H (2.24471, 2.66776, 4.36527)
H (2.93418, 1.18950, 2.72519)
H (1.49630, 0.12535, 3.20355)
H (4.20870, 0.14438, 4.47407)
H (3.38902, -1.38122, 3.96023)
H (2.82267, 1.47984, 6.53512)
H (1.18373, 0.93612, 6.48219)
C (-2.74884, -4.87377, -2.24622)
C (-3.04505, -3.65564, -3.10013)
C (-1.80671, -3.62830, -3.92412)
O (-0.77767, -3.64703, -2.94475)
C (-1.24179, -4.53125, -1.86345)
H (-2.95464, -5.75148, -2.77268)
H (-3.26845, -4.81012, -1.30413)
H (-3.07577, -2.70901, -2.58922)
H (-4.00482, -3.72755, -3.68690)
H (-1.59518, -2.79808, -4.61001)
H (-1.80222, -4.49278, -4.58875)
H (-1.10086, -3.98532, -0.92230)
H (-0.58553, -5.39235, -1.83618)
C (2.26965, 5.37785, -0.92102)
C (1.54465, 4.25946, -1.72039)
C (2.18322, 2.96379, -1.10252)
O (2.86435, 3.34437, 0.08017)
C (3.39744, 4.58120, -0.11501)
H (1.56064, 5.80369, -0.19350)
H (2.72707, 6.11460, -1.56901)
H (1.75182, 4.21583, -2.80331)
H (0.46404, 4.26503, -1.59671)
H (2.97088, 2.78364, -1.81623)
H (1.57004, 2.16012, -0.82239)
H (4.35619, 4.54658, -0.72762)
H (3.57951, 5.08554, 0.85623)
C (-1.69876, -1.79749, 1.00905)
C (-0.17036, -1.53069, 0.83786)
C (-0.10134, -0.03621, 0.59044)
O (-1.39033, 0.31400, 0.18380)
C (-2.24306, -0.81228, -0.00806)
H (-2.04129, -1.60464, 2.03604)
H (-1.97279, -2.81669, 0.78651)
H (0.15120, -2.09942, -0.04553)
H (0.36842, -1.92612, 1.75898)
H (0.76571, 0.17467, -0.07895)
H (0.09985, 0.50091, 1.48940)
H (-2.04876, -1.20092, -1.00879)
H (-3.25682, -0.42104, 0.14702)
C (-4.03336, 0.18244, -3.65007)
C (-4.49145, 1.42991, -2.92468)
C (-5.21421, 2.20722, -3.95108)
O (-5.61913, 1.30975, -5.01495)
C (-5.29368, -0.00395, -4.49375)
H (-3.72430, -0.60533, -2.91634)
H (-3.15261, 0.37220, -4.24840)
H (-3.68615, 2.09963, -2.58646)
H (-5.11538, 1.26170, -2.10117)
H (-4.56732, 2.90637, -4.43148)
H (-6.05519, 2.74785, -3.54577)
H (-5.08499, -0.64375, -5.31686)
H (-6.13596, -0.44893, -3.83321)

Cartesian forces (eV/Å) of the 2 atoms listed first:
0.8566 0.8562 0.9667
0.2050 0.2986 0.2698

---

Density functional theory data (wB97M-V/def2-TZVPD) for a structure of composition C44H71BrN8O4PbSSi.

Cartesian coordinates (Å):
Pb (0.47583, -0.30800, 0.55487)
C (-2.53673, 0.53742, -1.60488)
N (-2.83707, 0.95375, -0.21976)
C (-2.83542, 2.42417, -0.10149)
C (-3.17841, 0.16212, 0.77321)
C (-3.80760, 0.67719, 1.96114)
C (-4.37367, -0.16846, 2.84838)
C (-4.31372, -1.60275, 2.71477)
C (-3.69474, -2.15659, 1.66387)
C (-3.00634, -1.32388, 0.68000)
N (-2.13514, -1.75338, -0.17688)
C (-2.05265, -3.11283, -0.53213)
C (-3.22958, -3.82100, -0.81637)
C (-3.17312, -5.13279, -1.24118)
C (-1.94191, -5.75298, -1.38426)
C (-0.77259, -5.04845, -1.14352)
C (-0.79986, -3.72043, -0.74168)
N (0.42307, -2.97852, -0.57685)
C (0.97773, -2.64016, -1.90148)
C (1.42224, -3.69652, 0.22790)
H (-2.92807, 1.32083, -2.25041)
H (-1.46415, 0.44499, -1.76667)
H (-3.01826, -0.40645, -1.83464)
H (-3.68964, 2.82528, -0.64668)
H (-2.86102, 2.75263, 0.92903)
H (-1.90575, 2.77298, -0.54491)
H (-3.93578, 1.73837, 2.09630)
H (-4.90581, 0.24604, 3.69552)
H (-4.74456, -2.21824, 3.49187)
H (-3.57758, -3.22525, 1.58422)
H (-4.18334, -3.31557, -0.73786)
H (-4.08502, -5.66763, -1.46743)
H (-1.88990, -6.78235, -1.71158)
H (0.18153, -5.53735, -1.29015)
H (1.19830, -3.53691, -2.49003)
H (0.27579, -2.01615, -2.45271)
H (1.90063, -2.07586, -1.76708)
H (1.86658, -4.54239, -0.30712)
H (2.22936, -3.01159, 0.49068)
H (0.96262, -4.06944, 1.14268)
C (-0.06174, 2.12955, 2.87590)
N (-0.24607, 2.70299, 4.19322)
C (1.08778, 2.99588, 4.75419)
N (1.89797, 1.77567, 4.84579)
C (2.05857, 1.21954, 3.51692)
N (0.73367, 0.87390, 2.91074)
C (0.05007, -0.07273, 3.82442)
N (-0.12534, 0.47066, 5.15368)
C (-0.90023, 1.71232, 5.04806)
C (1.20550, 0.80645, 5.69092)
H (0.45860, 2.84057, 2.24097)
H (-1.04406, 1.89881, 2.44290)
H (0.96339, 3.41963, 5.75046)
H (1.59154, 3.71891, 4.11797)
H (2.66005, 0.30918, 3.56466)
H (2.55253, 1.94503, 2.86984)
H (0.63809, -0.99399, 3.87843)
H (-0.93713, -0.31101, 3.40362)
H (-1.03087, 2.13267, 6.04486)
H (-1.88647, 1.47978, 4.63669)
H (1.79994, -0.10618, 5.76395)
H (1.08446, 1.22231, 6.69065)
C (-2.02843, 9.12080, 0.96378)
C (-0.90396, 8.12603, 0.93479)
C (0.28309, 8.41161, 0.26820)
C (1.34482, 7.51958, 0.27737)
C (1.21558, 6.32128, 0.96198)
C (0.03739, 6.00878, 1.63040)
C (-1.01143, 6.90929, 1.61213)
S (2.55842, 5.18269, 0.96544)
O (3.68629, 5.84352, 0.39480)
O (2.63349, 4.55272, 2.26351)
N (2.12739, 3.94719, -0.02053)
C (1.53610, 4.17897, -1.33131)
C (1.37581, 2.85069, -2.08677)
C (0.74796, 1.69958, -1.32453)
O (0.79867, 0.53417, -1.76340)
O (0.20226, 1.91410, -0.16868)
H (-2.00846, 9.76698, 0.08805)
H (-1.94658, 9.75811, 1.84630)
H (-2.99781, 8.62535, 1.00466)
H (0.38567, 9.35225, -0.25786)
H (2.27244, 7.75076, -0.22773)
H (-0.04559, 5.08511, 2.19121)
H (-1.92346, 6.68470, 2.15303)
H (1.59417, 3.26914, 0.50603)
H (2.21246, 4.80335, -1.91453)
H (0.57791, 4.70314, -1.24749)
H (2.34291, 2.48062, -2.43293)
H (0.77782, 3.01708, -2.98599)
C (5.94265, -3.00586, 0.76996)
C (6.23208, -1.68037, 1.48303)
C (7.75274, -1.60070, 1.77716)
C (5.52368, -1.71834, 2.84376)
Si (5.81503, -0.17297, 0.38155)
Br (3.36448, -0.22460, 0.56695)
C (6.22576, 1.54018, 1.09025)
C (5.38880, 2.66819, 0.47809)
C (7.71542, 1.81041, 0.76059)
C (6.05704, 1.59033, 2.61208)
C (6.09429, -0.41646, -1.49387)
C (5.93516, 0.88500, -2.28978)
C (7.55953, -0.88717, -1.66566)
C (5.17698, -1.45659, -2.14547)
H (6.21291, -3.82831, 1.43783)
H (6.51644, -3.13503, -0.14501)
H (4.88253, -3.11268, 0.52819)
H (8.04246, -2.46920, 2.37563)
H (8.00643, -0.71662, 2.36185)
H (8.36992, -1.61176, 0.87963)
H (5.81492, -2.64553, 3.34506)
H (4.43676, -1.72468, 2.75005)
H (5.80711, -0.89765, 3.49495)
H (5.60179, 2.83194, -0.57450)
H (4.32063, 2.50084, 0.59377)
H (5.62100, 3.59945, 1.00315)
H (7.91751, 1.81180, -0.31044)
H (8.39093, 1.10038, 1.23764)
H (7.97795, 2.80373, 1.13496)
H (5.03605, 1.35618, 2.92309)
H (6.27628, 2.60637, 2.95036)
H (6.74314, 0.92278, 3.12968)
H (6.60407, 1.67608, -1.95984)
H (4.90941, 1.25884, -2.25078)
H (6.17132, 0.67670, -3.33691)
H (8.27905, -0.17558, -1.25474)
H (7.77453, -0.97376, -2.73434)
H (7.74645, -1.86198, -1.22120)
H (4.13860, -1.12650, -2.13116)
H (5.24236, -2.44032, -1.68332)
H (5.47443, -1.56330, -3.19241)

Cartesian forces (eV/Å) of the 2 atoms listed first:
-0.0520 -0.2882 0.0567
-0.0433 0.0050 0.0689

## Properties
ΔE to the lowest compared entry with this formula, charge and spin: 0.0 kcal per mole
Charge: +2

---

Density functional theory data (wB97M-V/def2-TZVPD) for a cluster of 7 separate species, C44H73BrN2O16P2S2 in total.

Cartesian coordinates (Å):
C (5.42655, -4.61759, 1.45196)
C (4.15251, -5.35956, 1.95577)
C (2.86154, -4.61301, 1.69345)
C (2.00148, -4.27717, 2.73781)
P (2.38156, -4.68076, 4.51672)
O (3.87995, -3.96113, 4.74527)
O (1.37817, -3.65854, 5.34677)
C (0.80954, -3.61340, 2.50045)
C (0.44382, -3.27199, 1.21137)
P (-1.14841, -2.38694, 1.02820)
N (-2.18899, -3.20297, 0.15567)
C (1.27621, -3.57718, 0.13732)
C (2.46282, -4.22765, 0.42124)
S (3.57333, -4.59377, -0.94055)
C (2.43007, -4.71864, -2.29197)
C (2.75833, -5.50127, -3.37017)
C (1.92600, -5.61468, -4.46144)
C (2.25436, -6.42587, -5.68492)
C (3.36587, -5.75718, -6.52989)
C (2.95487, -4.34629, -7.00518)
Br (1.89734, -4.46672, -8.65632)
C (0.72241, -4.93244, -4.40149)
C (0.38022, -4.14955, -3.31937)
S (-1.20596, -3.32470, -3.39903)
C (1.23812, -4.01662, -2.22644)
N (0.83417, -3.14465, -1.15502)
C (1.40756, -1.75460, -1.38198)
C (0.38829, -0.81077, -2.03336)
O (0.66213, -0.69124, -3.45981)
C (1.50618, 0.33439, -3.72435)
O (2.64472, 0.41876, -3.31235)
H (5.93599, -5.27864, 0.74034)
H (6.15486, -4.42620, 2.24178)
H (5.19968, -3.71586, 0.87745)
H (4.06037, -6.33921, 1.46480)
H (4.29819, -5.57874, 3.01702)
H (4.14698, -3.65547, 3.86429)
H (1.70253, -2.74802, 5.25111)
H (0.16608, -3.34080, 3.33308)
H (-0.90832, -1.07812, 0.53720)
H (-1.69547, -2.24405, 2.33175)
H (-1.68956, -4.03793, -0.14364)
H (3.71757, -6.02172, -3.36591)
H (1.38459, -6.49078, -6.36385)
H (2.50598, -7.46984, -5.45200)
H (3.55791, -6.33689, -7.43946)
H (4.29663, -5.63419, -5.95744)
H (3.86745, -3.80235, -7.26016)
H (2.41696, -3.78819, -6.23612)
H (0.06063, -5.00786, -5.26248)
H (-1.97165, -4.33463, -3.87275)
H (1.58902, -1.36165, -0.37257)
H (2.34234, -1.84250, -1.94130)
H (0.38272, 0.18828, -1.56852)
H (-0.62359, -1.20614, -1.90039)
H (1.11605, 1.13655, -4.38011)
C (-3.15850, 4.20286, -2.94838)
C (-2.93094, 2.72086, -3.16449)
O (-1.78080, 2.25887, -2.45011)
C (-1.81161, 1.89070, -1.15793)
C (-3.01448, 2.22064, -0.32536)
O (-0.83317, 1.36297, -0.68564)
H (-3.35752, 4.42894, -1.89923)
H (-4.00393, 4.55111, -3.54252)
H (-2.26977, 4.76711, -3.23566)
H (-3.80841, 2.12366, -2.91486)
H (-2.71757, 2.53497, -4.21635)
H (-2.83626, 3.17434, 0.20074)
H (-3.15299, 1.42707, 0.40744)
H (-3.94117, 2.28732, -0.89071)
C (6.31579, 0.29943, -1.25010)
C (7.35445, 0.06340, -0.17197)
O (7.21515, -1.23441, 0.41535)
C (7.75911, -2.35127, -0.10205)
C (8.32057, -2.31880, -1.50298)
O (7.72258, -3.36838, 0.53474)
H (6.42521, -0.40424, -2.07569)
H (6.39931, 1.31148, -1.64729)
H (5.31236, 0.16226, -0.84628)
H (8.37315, 0.21940, -0.53101)
H (7.20006, 0.77149, 0.64119)
H (7.55346, -2.65666, -2.19900)
H (9.16745, -3.00045, -1.54496)
H (8.68767, -1.34324, -1.81270)
C (-2.63027, 8.87008, 0.76304)
C (-2.60573, 7.98828, 1.99181)
O (-3.28484, 6.74035, 1.75521)
C (-2.72110, 5.67241, 1.19901)
C (-1.38395, 5.80859, 0.51301)
O (-3.32350, 4.62239, 1.19424)
H (-2.10514, 8.40989, -0.07664)
H (-2.16342, 9.83150, 0.97648)
H (-3.65877, 9.03966, 0.44285)
H (-1.59827, 7.81473, 2.36547)
H (-3.15369, 8.47403, 2.79254)
H (-1.54747, 5.97687, -0.55125)
H (-0.83324, 4.87828, 0.64743)
H (-0.76053, 6.60272, 0.91485)
C (-7.20665, 7.17774, 6.50450)
C (-7.89503, 7.40365, 5.17373)
O (-7.18490, 8.34736, 4.37140)
C (-6.14553, 8.01780, 3.57698)
C (-5.50620, 6.65900, 3.72083)
O (-5.70889, 8.83951, 2.81757)
H (-6.20966, 6.75505, 6.37292)
H (-7.79014, 6.49865, 7.12766)
H (-7.08616, 8.12487, 7.03214)
H (-8.06006, 6.47412, 4.62685)
H (-8.87734, 7.84267, 5.34434)
H (-4.65264, 6.73854, 4.39465)
H (-5.16125, 6.34156, 2.74528)
H (-6.18355, 5.88588, 4.07867)
C (-1.82749, -9.25432, -3.28819)
C (-2.50559, -9.05856, -4.62869)
O (-1.79392, -8.12241, -5.44344)
C (-0.74872, -8.45141, -6.22283)
C (-0.09664, -9.80231, -6.05501)
O (-0.31159, -7.63624, -6.98872)
H (-0.82624, -9.67165, -3.40084)
H (-2.41186, -9.92587, -2.65830)
H (-1.71859, -8.29735, -2.77681)
H (-2.65942, -9.99861, -5.16123)
H (-3.49220, -8.62363, -4.47524)
H (0.74878, -9.70448, -5.37452)
H (0.26322, -10.12874, -7.02850)
H (-0.76684, -10.57798, -5.69228)
C (-2.44336, 8.37900, 8.89721)
C (-3.03313, 7.63594, 7.71660)
O (-2.78485, 8.32323, 6.48574)
C (-1.65227, 8.19282, 5.77158)
C (-0.45826, 7.51231, 6.39606)
O (-1.59429, 8.67971, 4.67489)
H (-1.35816, 8.45500, 8.82342)
H (-2.69049, 7.87195, 9.83041)
H (-2.83283, 9.39659, 8.93526)
H (-2.68942, 6.60165, 7.65978)
H (-4.11725, 7.59811, 7.81776)
H (0.19096, 8.26927, 6.83418)
H (0.08301, 6.98783, 5.61146)
H (-0.71254, 6.77124, 7.15002)

Cartesian forces (eV/Å) of the 2 atoms listed first:
-0.1516 -0.9665 -0.4226
0.2951 0.0793 -0.3291

---

LUMO energy readings, ordered: 0.022; -0.280; 0.013 Eh
Max |F| readings, ordered: 4.1; 0.8; 2.3 eV/Å
HOMO-LUMO gap readings, ordered: 8.6; 5.5; 8.1 eV